Entry 1:
82
Properties=species:S:1:pos:R:3 method="wB97M-V/def2-TZVPD" energy_ev=-88530.9503 homo_lumo_gap_ev=6.86 total_charge=+2
Bi 0.92492 0.31441 0.81950
S -0.84481 0.33875 3.38413
P -0.78062 -1.84578 0.90818
P -0.34166 2.69341 -0.03528
O 0.55040 -0.15704 3.22894
O -1.08718 1.20465 4.48510
O -1.22909 0.88932 2.04875
N -2.06802 4.76270 0.09597
N 0.73160 0.38912 -3.93111
N 2.98383 -0.06048 -3.30581
N -0.88776 0.40379 -2.35345
N -0.09122 5.08329 -1.30754
N 3.23786 -0.65893 0.19845
N 2.40998 0.35151 -5.48265
N 1.30074 0.03589 -1.64334
N 0.11579 5.12890 1.13214
C -4.14120 -0.92718 -1.11722
C 2.02230 0.23217 -4.22098
C 2.30055 -5.17188 0.34799
C 3.63239 -0.47200 -1.06454
C 0.45147 3.72179 1.29454
C 4.14399 -0.96807 1.12477
C 4.95744 -0.58415 -1.44818
C -3.10221 -0.94401 -0.20254
C 0.69045 -4.06595 1.75271
C -3.22064 -3.48642 3.68401
C 1.65719 -5.04548 1.56863
C 0.41113 0.26857 -2.65211
C -2.44110 -3.23876 2.55844
C -1.53116 5.29689 -1.15378
C 5.48910 -1.10848 0.82545
C 0.59466 5.65123 -0.14651
C -1.69765 -2.06873 2.46582
C 1.03622 -3.32626 -0.52178
C -2.10806 -2.82083 -1.36930
C -3.15668 -2.79410 -2.28076
C 0.22234 3.67417 -1.49822
C 2.57670 -0.14023 -2.07248
C -1.77582 -1.14408 3.51180
C -2.08194 3.31231 0.12209
C 1.99154 -4.31025 -0.69952
C -1.33040 5.34028 1.22235
C -4.16418 -1.84890 -2.16003
C -2.55026 -1.37864 4.62797
C -2.07712 -1.88776 -0.33840
C 0.36769 -3.21128 0.70233
C -3.27523 -2.56559 4.71345
C 5.89885 -0.90899 -0.48196
H 1.90269 -5.71087 2.38444
H -0.27479 3.30248 -2.39738
H 0.11785 3.36967 2.27481
H 5.23318 -0.42393 -2.47860
H 3.04492 -5.94360 0.20977
H -3.88687 -2.75944 5.58323
H -1.33470 -3.57063 -1.46429
H -2.05838 4.84790 -1.99716
H -4.98208 -1.84064 -2.86742
H -3.09354 -0.24300 0.62624
H 1.66711 5.46771 -0.23366
H 1.29919 3.54445 -1.63660
H -3.18821 -3.52255 -3.07909
H -2.67475 2.92593 -0.71032
H 1.73201 0.55877 -6.19681
H -2.42734 -3.96404 1.75258
H -1.26789 0.11433 -1.46948
H 0.80191 -2.65650 -1.34128
H 6.94220 -1.00407 -0.75033
H 0.20071 -3.96957 2.71204
H -1.71523 6.37207 -1.16531
H -4.94270 -0.20899 -1.00768
H 6.19160 -1.36274 1.60551
H 3.37898 0.23048 -5.72378
H 3.77981 -1.11159 2.13486
H -3.79278 -4.40172 3.74387
H -2.50031 2.93257 1.05447
H -1.52357 0.46035 -3.13389
H 1.53948 3.60180 1.24368
H -1.51725 6.41459 1.23020
H -2.58515 -0.63629 5.41285
H -1.70315 4.91569 2.15521
H 2.49313 -4.41035 -1.65220
H 0.42879 6.72886 -0.15452



Entry 2:
82
Properties=species:S:1:pos:R:3 method="wB97M-V/def2-TZVPD" energy_ev=-76142.4745 homo_lumo_gap_ev=8.22 total_charge=-1
Cd -2.09482 -0.11952 1.84561
Cl -3.72528 1.49034 3.67276
O -3.62341 1.90776 2.26965
O -1.53648 -2.18524 2.19988
O -0.49375 -4.15684 2.07734
O -2.62715 2.03779 4.41562
O -1.78850 0.15645 -1.70689
O -1.46523 1.37946 0.15379
O -4.97972 1.90162 4.22947
O -3.62697 0.02065 3.67040
N -6.22106 0.37721 -1.78440
N -3.80435 -0.97360 0.54914
N 0.24832 1.93160 2.11748
N -5.28992 -1.74079 -1.65038
N -0.27341 0.89615 2.79348
N 0.15643 0.97740 -3.44538
C -0.48705 -2.93239 2.17108
C -0.26576 2.26389 -3.03276
C 2.47672 1.38704 -2.72613
C 3.26463 -0.81861 2.28563
C -1.53163 1.21100 -1.11192
C 3.03874 -1.31096 -3.13039
C 2.79431 -1.50816 3.39815
C 0.55701 -1.61224 -0.26054
C 0.32497 0.89562 3.97468
C 0.84758 -2.22129 2.18719
C 2.51871 -0.86787 1.11592
C -5.36773 -0.51215 -1.16372
C -0.26972 4.65772 -3.34286
C 3.74204 0.89032 -2.45534
C 4.53472 -0.00679 2.36029
C -1.11469 4.80765 -2.24880
C 1.47851 0.53873 -3.21232
C 1.59642 -2.21142 3.36556
C 0.70226 -1.74015 -3.97798
C 0.14706 3.39445 -3.73301
C -4.46777 -2.58509 -1.01971
C 4.02251 -0.45378 -2.64340
C -3.71718 -2.22147 0.07421
C -1.10434 2.41379 -1.92252
C 1.31239 -1.56050 1.04786
C 3.33834 -2.78135 -3.28811
C -4.62348 -0.12678 -0.04343
C 1.77035 -0.81568 -3.44499
C 1.16844 2.58205 2.84050
C 1.25722 1.93840 4.05772
C -1.51862 3.68644 -1.54155
C 1.08853 -2.92823 4.59445
H 5.27908 -0.49219 2.99520
H -3.04010 -2.89513 0.58345
H -0.52549 0.29835 -3.12709
H -0.51330 -1.45125 -0.13816
H -6.02493 1.35447 -1.66020
H 2.63845 -3.38674 -2.70536
H 4.96832 0.13563 1.36864
H 1.68759 3.44078 2.44569
H 0.06168 5.52814 -3.89672
H 0.84968 -3.96511 4.35473
H 0.16560 -2.46754 4.96285
H 3.37018 -1.48537 4.32100
H 0.79577 3.26403 -4.59246
H -1.44614 5.79312 -1.94555
H 4.50908 1.55716 -2.07665
H 0.67296 -2.59853 -0.72138
H 4.33484 0.98375 2.78149
H 0.06813 0.15027 4.71217
H -4.40587 -3.59079 -1.41973
H 4.34793 -3.00562 -2.94293
H 0.93498 -0.86383 -0.96025
H 0.24064 -2.32452 -3.17324
H -0.08757 -1.18415 -4.48045
H -4.67388 0.88077 0.35291
H 5.00384 -0.84714 -2.39898
H 1.89947 2.18314 4.88822
H 3.25383 -3.10430 -4.32969
H -2.15833 3.78047 -0.67047
H -0.15247 2.12643 1.20029
H 1.82876 -2.90615 5.39557
H 2.87421 -0.34629 0.22908
H 1.12371 -2.44778 -4.69268
H 2.25175 2.42643 -2.52907
H -6.50057 0.10692 -2.71154



Entry 3:
82
Properties=species:S:1:pos:R:3 method="wB97M-V/def2-TZVPD" energy_ev=-312457.7542 homo_lumo_gap_ev="7.81 / 7.81" total_charge=-1 multiplicity=4
Se -0.16752 3.13870 -2.72243
Se -1.93358 -3.18585 -1.86924
Se 3.65049 -0.78061 -0.24785
Co 0.86529 2.71926 -0.23558
S 2.03467 5.53941 -0.44980
P 1.71650 -1.63894 -0.19440
P -2.35863 -1.64093 -0.50575
O 0.81557 1.88311 -2.17467
O -0.47939 3.82413 -1.20827
O -1.53609 2.58981 -3.40771
O 0.70231 4.17094 -3.63584
N -0.45251 1.36801 0.87253
N 3.04589 2.60862 -0.37921
N -1.48674 0.65839 0.49455
N 0.69063 0.70546 0.62744
N 1.54609 3.35194 1.83355
C 0.95288 -2.17773 -4.09557
C 1.47571 -3.83758 -1.92035
C -3.78313 -1.86677 3.33177
C 1.13552 -1.62720 -2.83990
C -3.26096 0.51275 -1.98119
C 0.36426 -3.64848 1.19560
C 1.29181 -4.38268 -3.18391
C 0.99157 -4.44065 3.37672
C -4.23059 1.30541 -2.57313
C 3.61171 3.41941 -1.46439
C 1.58088 4.76242 2.21284
C 2.36976 -2.82098 2.24742
C 1.38204 -2.46284 -1.75065
C -4.08988 -3.21516 3.47425
C -3.24238 -1.39612 2.14443
C -3.30576 -3.62459 1.23417
C 0.36444 -0.46058 0.05525
C -1.02975 -0.50581 -0.01143
C 2.44746 5.64787 1.31322
C -3.85107 -4.09243 2.42629
C -2.99776 -2.27800 1.08888
C 0.11585 -4.45372 2.29716
C 3.57131 4.92574 -1.19018
C 2.78167 2.59652 2.07716
C 1.49621 -2.82975 1.16706
C -3.63687 -0.51744 -1.12316
C 2.11563 -3.62793 3.35018
C -4.98290 -0.76492 -0.87075
C -5.57471 1.06232 -2.32222
C 1.02439 -3.55486 -4.26575
C -5.95185 0.02975 -1.47100
C 3.75868 2.68498 0.89787
H 3.66501 5.44797 -2.14102
H 1.35099 -5.45558 -3.32110
H -3.00881 -0.34527 2.02757
H 1.06178 -0.55191 -2.69602
H -4.51972 -3.57832 4.40041
H 0.86579 -3.98536 -5.24733
H 3.02679 3.19433 -2.35609
H 4.39980 5.25130 -0.55827
H -7.00006 -0.15700 -1.27011
H 2.79818 -3.61793 4.19129
H -6.33284 1.68085 -2.78914
H -2.22237 0.73719 -2.18956
H 1.68768 -4.48254 -1.07780
H -0.76959 -5.07656 2.31597
H 3.04358 1.63813 -0.69628
H 1.94703 4.87552 3.24285
H -3.90897 2.11370 -3.21835
H 3.50653 5.42960 1.44700
H 0.74168 -1.53177 -4.93830
H -3.96960 -1.17847 4.14714
H -0.32621 -3.65669 0.35485
H -3.11367 -4.29538 0.40389
H 3.28375 2.93608 2.99279
H 4.32151 3.61664 0.93345
H 0.79365 -5.06401 4.24041
H -4.08870 -5.14434 2.53256
H 4.65699 3.14448 -1.65636
H 2.29277 6.68364 1.61743
H -5.27921 -1.56954 -0.20789
H 3.24432 -2.18244 2.21067
H 0.55453 5.13018 2.18177
H 0.77136 2.89995 2.30574
H 2.50128 1.55327 2.20588
H 4.47759 1.86788 0.98794



Entry 4:
105
Properties=species:S:1:pos:R:3 method="wB97M-V/def2-TZVPD" energy_ev=-135028.4993 homo_lumo_gap_ev=9.91 smiles="CCCC1=C([C@H](C)CCC)C(=O)OC1=O.FC(F)C(F)(F)COC(F)(F)C(F)F.FC(F)C(F)(F)COC(F)(F)C(F)F.FC(F)C(F)(F)COC(F)(F)C(F)F.FC(F)C(F)(F)COC(F)(F)C(F)F" total_charge=0
F -6.00059 -3.44103 -0.31159
F 0.01773 -0.57140 -0.97368
F 0.08088 6.10104 -10.88421
F 3.05118 0.95482 6.26554
F -5.00892 0.06927 1.23094
F -6.36170 -2.25313 2.11393
F 3.93785 2.24475 10.75472
F 1.30333 -0.23232 -5.35225
F 5.49932 1.34473 7.75673
F 3.30367 -1.65869 5.80886
F -1.16243 -0.63195 -4.25689
F -0.53516 1.92993 -4.96579
F -0.59056 7.04401 -6.43182
F -2.36535 4.84545 -10.25707
F -0.83851 9.02035 -8.29072
F 1.19851 -0.20108 6.50479
F -2.21838 -0.92210 -2.36108
F -0.56996 1.17717 -2.16590
F -5.35883 -1.05975 3.64886
F -0.59915 4.53788 -12.25503
F 0.60289 1.89915 -6.83464
F -1.26580 2.94426 -10.21694
F 4.37247 -1.12963 7.64228
F 0.50728 6.69037 -8.27389
F -5.72539 -2.92159 -2.40468
F -3.19058 -0.78013 2.12628
F -7.41301 -0.96484 -0.04661
F 2.86685 1.27501 -5.45135
F 4.11860 0.21676 9.99355
F -8.23047 -2.44109 -1.44157
F 6.39300 1.63100 9.73503
F -1.81916 7.61920 -9.65777
O -1.37438 5.54369 -7.82630
O -0.75437 -3.37532 -0.52805
O 2.96007 1.76752 8.84939
O -4.82632 -1.61208 -0.89081
O 1.74330 1.07561 -3.57671
O 1.47376 -3.37550 -0.84092
O 3.53565 -4.02693 -0.19649
C -0.82458 4.43256 -8.50574
C 2.00693 -3.03297 1.41549
C 4.10479 -1.94311 2.34573
C 0.69510 2.06418 -5.49226
C -0.04595 -0.05841 -2.24501
C 2.49572 -3.54418 0.09990
C 0.33218 -3.14849 -0.10258
C -7.20130 -1.59446 -1.21856
C -1.55587 7.87747 -8.36358
C -1.01255 -1.00281 -2.96955
C 0.71814 -2.71078 1.26944
C 1.64575 0.99540 -4.93235
C 1.40622 -0.00590 -2.73265
C -0.04319 -0.57807 2.36762
C 2.41072 0.09085 7.07469
C 0.22587 -5.27923 3.54119
C -0.32201 -2.08544 2.14388
C -0.59558 -2.81905 3.46249
C 3.75298 -0.51506 2.77529
C 5.35117 1.96402 8.94383
C -0.72839 6.73891 -7.74781
C 4.05155 1.50733 9.62448
C -3.99415 -1.82679 0.22777
C -4.38308 -1.08542 1.51426
C -0.12954 4.77520 -11.01110
C 2.08417 0.74795 8.42044
C -5.16021 -1.86469 2.58042
C -1.16747 4.29001 -9.99312
C 2.93346 -2.92195 2.57593
C 3.15120 -1.25143 7.09269
C -0.93860 -4.30595 3.26887
C -5.89772 -2.40547 -1.16327
H -1.31019 -4.45948 2.25115
H -2.49110 7.99580 -7.81395
H 0.73262 -0.19215 1.70803
H 0.05459 -5.86058 4.44787
H -1.29416 3.57114 -8.03356
H 1.08112 3.06091 -5.27149
H -3.03516 -1.39875 -0.06427
H 1.92273 -0.00534 9.19208
H 0.23785 -2.69439 4.16020
H 2.37519 -2.61470 3.46236
H 4.94340 -2.30954 2.93926
H 0.22355 -0.38713 3.40940
H 0.81521 4.24151 -10.87996
H 5.33288 3.04474 8.79436
H 2.68255 -0.32650 2.66721
H 1.71165 -0.96590 -3.14991
H -1.76630 -4.56235 3.93354
H -3.82972 -2.88795 0.41989
H 4.00291 -0.35103 3.82257
H -1.45710 -2.31101 3.90702
H 3.33991 -3.91494 2.79115
H 4.41818 -1.96960 1.30101
H -0.94843 -0.00834 2.16215
H -0.65637 -2.03501 -2.91852
H 1.13595 1.25665 8.25274
H 4.28363 0.23869 2.19212
H 2.57692 -2.00437 7.63787
H -1.24866 -2.15686 1.57091
H 1.16993 -4.74815 3.67872
H 0.24960 4.34335 -8.34146
H 1.99377 0.16259 -1.83099
H 0.36915 -5.98531 2.72226
H -7.14764 -0.86114 -2.02471
H -4.59153 -2.74249 2.90003



Entry 5:
82
Properties=species:S:1:pos:R:3 method="wB97M-V/def2-TZVPD" energy_ev=-92778.1873 homo_lumo_gap_ev="3.58 / 6.29" total_charge=-2 multiplicity=2
K -0.04716 1.34477 -0.44210
S -4.37625 2.79564 6.65064
S 3.46981 1.50595 0.97648
O -3.70457 2.09036 -1.32422
O 1.68102 2.87020 -0.88378
O 0.17836 1.03983 -3.43499
N -1.52521 -1.59763 -2.08125
N -1.30147 2.37848 -4.51714
N -4.02038 3.61870 5.24875
N -3.39523 1.46766 6.43226
N -0.64560 -3.39441 0.93600
N -1.74629 1.54924 -2.34263
N 2.35740 -1.56571 0.27399
N 2.74218 2.38390 -1.44515
N -0.39194 0.22178 2.79781
N -1.06456 2.54350 1.53197
C -2.77618 1.65681 5.26135
C 2.95003 2.59700 -2.76237
C -0.46251 -4.12668 -0.31249
C 4.76657 1.12237 -1.39685
C -2.82154 -3.55899 -1.26044
C -3.13033 2.86579 4.59504
C -0.03058 -0.87058 3.42550
C 4.03370 2.09712 -3.44270
C -1.41803 -0.41900 5.30786
C -2.84736 4.36925 2.63538
C -0.38668 2.42673 -5.63479
C 4.96051 1.32605 -2.74437
C 3.67034 1.66935 -0.70140
C -0.91776 1.61998 -3.37695
C 4.62306 -4.82012 1.60156
C -1.82770 0.76108 4.67157
C -1.62740 2.28103 2.72838
C -2.95273 2.19354 -2.29367
C 4.50023 -3.67193 2.37753
C -2.54368 3.18770 3.32874
C -1.26771 1.06109 3.39522
C -1.81178 -4.64122 -0.83112
C -2.25676 4.61393 1.42064
C 3.76889 -2.58817 1.93055
C 3.26336 -3.78317 -0.09770
C -3.31513 3.01713 -3.45767
C 3.13208 -2.62424 0.68005
C -2.42647 -2.68046 -2.45686
C 3.99876 -4.86279 0.36220
C -0.50738 -1.24326 4.69532
C -1.36621 3.65574 0.91146
C -2.48247 3.06219 -4.50786
H 5.45897 0.54053 -0.80638
H 0.22798 -4.97852 -0.21583
H -1.83935 -0.64475 6.28010
H -4.25172 3.55469 -3.45489
H -0.10917 1.41503 -5.93022
H -0.05580 -3.43152 -1.03940
H 3.67773 -1.68817 2.52700
H 2.17203 3.17516 -3.23669
H -3.02516 -2.91012 -0.40551
H -1.99727 -0.95098 -1.45790
H 0.53309 2.94964 -5.36313
H -0.15955 -2.15206 5.16935
H -1.24230 -1.04785 -2.88460
H -3.35169 -2.30101 -2.91734
H 2.12480 -1.53200 -0.70626
H 4.98139 -3.62198 3.34752
H -0.67706 -4.02009 1.72955
H -1.92972 -3.30514 -3.20926
H 4.13845 2.29782 -4.49970
H 4.08743 -5.74955 -0.25527
H 0.10958 -2.73735 1.08789
H 5.19960 -5.66492 1.95862
H -0.86169 2.93647 -6.47265
H -1.63633 -5.32829 -1.66748
H 0.68481 -1.50662 2.90686
H -3.75537 -4.06746 -1.52082
H -2.47178 5.51230 0.85690
H -2.69671 3.63212 -5.40528
H 5.81690 0.89609 -3.24989
H 2.59306 -0.65027 0.66566
H 2.77109 -3.82276 -1.06325
H -2.27581 -5.22510 -0.02759
H -3.54959 5.06235 3.08102
H -0.87440 3.81761 -0.04681



| no. | strongest force on any atom (eV Å⁻¹) |
| --- | --- |
| 1 | 0.7 |
| 2 | 0.9 |
| 3 | 0.9 |
| 4 | 0.5 |
| 5 | 1.4 |